Entry 1:
The following is a quantum chemistry calculation of a 2-piece molecular cluster, C9H14O overall at a distorted geometry, from OMol25.

```
24
Properties=species:S:1:pos:R:3:forces:R:3:nbo_charge:R:1
C 0.870942 1.218872 -3.184932 0.4 0.0 -1.1 -0.632
C -0.112294 0.674801 -2.216217 0.7 -0.8 0.9 -0.011
C -0.438484 1.359182 -1.063791 -0.4 0.7 0.5 -0.226
C -1.269931 0.812128 -0.095835 -1.2 0.0 0.1 -0.201
C -1.875160 -0.445935 -0.257747 1.4 1.2 -0.8 -0.226
C -1.432888 -1.176784 -1.360191 -0.9 0.0 0.2 -0.206
C -0.542912 -0.644639 -2.285132 0.3 -0.8 -0.3 -0.218
H 0.415753 1.302377 -4.186035 0.1 0.2 0.3 0.222
H 1.693343 0.495104 -3.353271 -0.2 0.5 0.3 0.221
H 1.257103 2.206637 -2.881864 -0.1 -0.5 -0.2 0.218
H -0.084766 2.380535 -0.911807 0.0 -0.2 -0.1 0.207
H -1.606361 1.450760 0.715553 0.3 -0.1 0.1 0.215
H -2.631758 -0.776679 0.428599 -0.1 -0.3 0.1 0.219
H -1.907775 -2.132461 -1.538664 0.4 -0.3 0.0 0.210
H -0.083568 -1.331910 -3.016497 -0.6 0.5 0.0 0.208
C 2.159265 -1.407821 2.820051 -0.4 -0.9 -0.6 -0.647
C 0.731603 -0.802923 2.945214 1.6 0.3 0.6 -0.064
O 0.663873 0.577322 3.260697 0.0 0.6 0.3 -0.731
H 2.512406 -2.017849 3.655570 -0.3 0.3 0.3 0.208
H 2.966542 -0.700582 2.618236 -0.3 0.1 -0.4 0.210
H 2.023762 -2.150669 2.003605 0.7 0.5 0.2 0.208
H 0.254735 -0.995406 1.984636 -0.6 -0.1 0.3 0.167
H 0.304792 -1.261347 3.843181 -0.6 -0.2 -0.7 0.184
H 1.219462 1.148292 2.714396 -0.1 -0.6 -0.2 0.466
```
Positions in Å, forces in eV/Å.

Computed properties:
SMILES: Cc1ccccc1.CCO
Energy relative to the best compared isomer or geometry (same formula, charge and spin): 88.6 kJ/mol
Orbital gap: 0.3642 Ha
HOMO energy: -9.084 eV
LUMO energy: 0.030 Eh
E_tot: -426.53904 Eh



Entry 2:
The following is a quantum chemistry calculation of a 2-piece molecular cluster, C9H14O overall at a distorted geometry, from OMol25.

```
24
Properties=species:S:1:pos:R:3:forces:R:3:nbo_charge:R:1
C 3.111927 -0.505933 1.456923 2.8 0.4 -1.0 -0.626
C 2.393882 -0.554653 2.779444 -0.5 -1.5 1.8 -0.647
H 3.403440 -1.545261 1.019968 -0.6 1.9 0.8 0.227
H 2.701079 0.137716 0.631613 0.0 -0.9 1.0 0.177
H 4.122544 0.053203 1.709237 -1.7 -1.2 -0.9 0.225
H 3.154625 -0.786655 3.575960 -0.6 1.2 -0.5 0.233
H 1.776526 -1.443357 3.024369 -0.2 0.2 -1.1 0.212
H 1.713588 0.285015 3.016847 0.9 -0.1 0.0 0.205
C -2.154246 -1.543819 -2.543048 -2.8 2.8 -1.7 -0.678
C -2.171460 -0.113216 -0.553248 -1.6 1.4 0.7 -0.170
C -1.440603 -0.562220 -1.648373 0.6 -1.8 -0.7 0.175
C -1.622579 0.665998 0.434144 1.7 -1.0 -0.6 -0.212
C -0.194390 0.951521 0.395847 -0.9 -0.6 -2.2 0.461
C -0.065549 -0.247296 -1.755612 0.8 1.4 -0.2 -0.181
C 0.533221 0.552632 -0.778435 -2.2 -2.1 -0.6 -0.168
O 0.456794 1.678884 1.253866 -1.2 1.5 0.5 -0.542
H -3.264249 -0.314905 -0.651698 1.0 0.1 0.9 0.254
H -2.084799 0.871765 1.349990 -1.2 0.6 1.0 0.242
H -2.050187 -1.335760 -3.645468 0.5 -0.1 1.0 0.266
H -3.301850 -1.339010 -2.420570 2.0 -0.8 0.0 0.236
H 0.455174 -0.475475 -2.717752 -0.3 0.0 1.2 0.261
H -0.177795 2.350811 1.637650 1.0 -1.0 0.2 0.526
H 1.522315 0.829709 -0.860274 1.9 0.7 -0.2 0.247
H -1.965980 -2.576945 -2.426651 0.5 -1.1 0.6 0.275
```
Positions in Å, forces in eV/Å.

Computed properties:
Total charge: +1
Energy relative to the best compared isomer or geometry (same formula, charge and spin): 147.2 kJ/mol
Orbital gap (alpha / beta): 0.3580 / 0.2221 Ha
Spin multiplicity: 2
HOMO energy (alpha / beta): -13.738 / -13.738 eV
LUMO energy (alpha / beta): -0.147 / -0.283 Eh
E_tot: -426.22019 Eh



Entry 3:
The following is a quantum chemistry calculation of a 2-piece molecular cluster, C9H14OS overall at a distorted geometry, from OMol25.

```
25
Properties=species:S:1:pos:R:3:forces:R:3:nbo_charge:R:1
C -2.401089 0.455506 -1.594710 -0.1 -0.5 -2.8 -0.240
C -3.313857 0.741746 -0.690442 -0.3 1.3 -0.1 -0.154
C -1.265393 -1.350548 -0.310158 -1.6 0.8 -1.3 -0.149
C -1.467237 -0.676061 -1.472414 0.5 -1.3 1.4 -0.250
C 3.519336 0.278591 -0.102166 -2.5 -2.5 -0.2 -0.350
C -3.264035 0.146622 0.651467 3.7 1.4 1.4 -0.436
C -2.060347 -0.867464 0.916028 -0.2 -0.9 -1.9 -0.451
C 2.645839 -0.889999 0.426024 0.6 0.0 0.4 -0.639
C 3.820646 1.471429 0.628707 2.3 1.3 1.2 -0.623
O 1.016779 1.585512 0.154977 1.0 -0.1 0.8 -0.929
S 2.382978 1.770001 -0.406419 0.0 0.3 -2.3 1.122
H -2.472013 0.821489 -2.665916 0.1 0.1 1.6 0.205
H -4.080986 1.540392 -0.806898 0.6 -0.7 -0.3 0.205
H -0.647039 -2.266721 -0.199240 -0.4 0.8 -0.2 0.204
H 4.032547 -0.071430 -0.968600 0.9 0.6 -0.4 0.238
H -3.040615 1.027079 1.337930 -0.9 -1.1 -0.4 0.224
H -4.187250 -0.303664 0.843299 -1.4 -0.7 0.8 0.210
H -2.544463 -1.718347 1.343136 -0.1 -0.9 0.5 0.205
H -1.202980 -0.676987 1.524440 -0.1 1.4 1.4 0.224
H 2.664672 -1.838736 -0.139422 0.6 0.7 -0.1 0.221
H 1.629146 -0.555884 0.347371 -0.8 0.1 0.4 0.249
H 2.871931 -1.156649 1.465891 -0.1 0.3 -0.1 0.214
H -1.033258 -1.040034 -2.391268 0.3 0.1 -0.1 0.201
H 3.550974 1.638580 1.647602 -0.2 -0.6 0.8 0.248
H 4.845708 1.935579 0.460769 -1.7 -0.1 -0.3 0.250
```
Positions in Å, forces in eV/Å.

Computed properties:
Energy relative to the best compared isomer or geometry (same formula, charge and spin): 369.4 kJ/mol
Orbital gap: 0.3182 Ha
HOMO energy: -7.839 eV
LUMO energy: 0.030 Eh
E_tot: -824.61137 Eh



Entry 4:
The following is a quantum chemistry calculation of a 2-piece molecular cluster, C9H14OS overall at a distorted geometry, from OMol25.

```
25
Properties=species:S:1:pos:R:3:forces:R:3:nbo_charge:R:1
C 1.015868 1.243527 -2.224327 0.2 -0.8 0.2 -0.637
C -0.146668 0.447014 -1.627800 0.5 0.1 1.2 -0.063
C -1.015403 -0.312378 -2.419397 1.4 0.7 -3.3 -0.168
C -2.265384 -0.660316 -2.011645 0.6 0.9 2.0 -0.267
C -2.466935 -0.495274 -0.619017 -0.2 -1.0 0.1 0.311
O -3.623396 -1.111965 -0.267335 -2.1 0.7 3.1 -0.684
C -1.569685 0.011884 0.309026 1.7 0.3 -1.5 -0.327
C -0.375755 0.573841 -0.246003 -1.0 0.7 -1.6 -0.175
H 1.623086 0.691548 -2.942558 -0.6 -0.2 -0.6 0.218
H 1.795197 1.332604 -1.455509 -0.5 0.9 0.1 0.216
H 0.660855 2.187265 -2.687666 0.5 -0.4 0.5 0.220
H -0.623395 -0.438675 -3.501372 -1.1 0.1 1.7 0.207
H -3.144980 -0.953176 -2.554273 0.3 -0.5 -0.5 0.238
H -3.974220 -0.786127 0.642001 1.1 -0.8 -2.3 0.479
H -1.613300 -0.147114 1.371964 -0.7 0.3 0.2 0.214
H 0.254178 1.368898 0.177861 -0.3 -1.0 0.8 0.209
C 1.042354 -0.475628 2.939400 0.2 0.4 -1.5 -0.710
S 2.455073 -0.426774 1.759141 0.2 0.2 -0.4 0.149
C 2.962554 1.264221 1.258411 0.1 -0.1 0.6 -0.739
H 1.406348 -1.337785 3.407193 0.1 -1.0 1.6 0.227
H 0.953937 0.387348 3.550220 0.3 0.6 0.8 0.219
H 0.050664 -0.733061 2.571276 0.2 0.2 -0.7 0.205
H 2.129780 1.952621 1.339167 0.0 0.2 -0.1 0.219
H 3.316255 1.187245 0.253944 -0.4 -0.2 -1.0 0.221
H 3.878239 1.677743 1.709776 -0.6 -0.3 0.9 0.218
```
Positions in Å, forces in eV/Å.

Computed properties:
SMILES: Cc1ccc(O)cc1.CSC
Energy relative to the best compared isomer or geometry (same formula, charge and spin): 172.9 kJ/mol
Orbital gap: 0.3281 Ha
HOMO energy: -8.157 eV
LUMO energy: 0.028 Eh
E_tot: -824.68620 Eh



Entry 5:
The following is a quantum chemistry calculation of a 2-piece molecular cluster, C9H14S overall, from OMol25.

```
24
Properties=species:S:1:pos:R:3:forces:R:3:nbo_charge:R:1
C -0.475156 -1.612781 2.035611 0.6 -0.1 -0.1 -0.841
C -2.470616 -1.658562 0.135663 -0.3 -0.2 0.1 -0.824
S -2.000676 -0.832247 1.624859 0.1 0.1 -0.2 0.916
H 0.329317 -0.861864 2.046497 -0.3 0.1 0.0 0.308
H -0.573261 -2.003032 3.047673 0.0 -0.1 0.1 0.292
H -0.194753 -2.398612 1.329829 -0.2 0.1 0.1 0.273
H -1.666481 -1.561197 -0.592669 0.0 0.1 -0.1 0.288
H -3.413763 -1.240510 -0.210361 0.1 0.1 -0.1 0.281
H -2.608891 -2.718562 0.367240 0.0 0.0 0.0 0.286
C -1.138047 1.328974 -1.478364 -0.3 -0.5 0.0 -0.629
C 0.308427 1.067476 -1.153299 -0.2 0.0 0.0 -0.023
C 0.939722 1.784781 -0.143898 0.2 -0.1 0.1 -0.234
C 1.011579 0.043825 -1.794918 -0.3 0.0 0.0 -0.242
C 2.245785 1.478112 0.226177 -0.2 0.2 0.0 -0.203
C 2.307548 -0.259474 -1.425592 0.0 -0.2 0.0 -0.183
C 2.925571 0.457513 -0.406658 0.3 -0.1 -0.2 -0.219
H -1.602616 1.912405 -0.685097 0.0 0.3 -0.2 0.215
H -1.668314 0.370592 -1.495008 0.0 0.1 -0.1 0.181
H 0.434162 2.598902 0.364996 -0.1 -0.1 -0.1 0.218
H 0.522198 -0.511955 -2.593724 0.1 0.1 0.1 0.215
H 2.711271 2.064290 1.004209 0.2 0.0 0.1 0.226
H 2.827447 -1.071439 -1.925505 0.0 0.2 0.0 0.225
H 3.953023 0.236332 -0.155892 0.0 0.0 0.1 0.228
H -1.345886 1.766622 -2.459102 0.3 0.2 0.2 0.246
```
Positions in Å, forces in eV/Å.

Computed properties:
Total charge: +1
Energy relative to the best compared isomer or geometry (same formula, charge and spin): 11.2 kJ/mol
Orbital gap (alpha / beta): 0.3315 / 0.1437 Ha
Spin multiplicity: 2
HOMO energy (alpha / beta): -12.188 / -12.145 eV
LUMO energy (alpha / beta): -0.116 / -0.303 Eh
E_tot: -749.20347 Eh



Entry 6:
The following is a quantum chemistry calculation of the molecule C9H14SSi at a distorted geometry, from OMol25.

```
25
Properties=species:S:1:pos:R:3:forces:R:3:nbo_charge:R:1
C -2.416753 -1.747644 -0.623304 2.9 1.3 -1.1 -0.212
C -1.048784 -1.292906 -0.815459 -1.7 -0.3 1.0 -0.229
C -3.209212 -1.159841 0.281754 -0.1 1.2 1.4 -0.342
C -0.488403 -0.204279 -0.151431 0.3 0.0 1.7 -0.581
C -2.779095 0.016193 0.985695 1.6 -2.8 -1.7 -0.281
C -1.409588 0.485509 0.786199 1.7 0.0 0.0 -0.250
C 2.408608 -0.813062 -1.153150 -0.3 -1.7 -1.0 -1.143
C 2.009394 0.298528 1.693789 1.0 0.8 1.4 -1.136
C 1.389876 2.071796 -0.915405 2.0 1.3 6.5 -1.071
Si 1.353564 0.336527 -0.095760 -0.8 0.0 -0.5 1.635
S -2.697639 1.515155 -0.155950 -1.1 2.7 -1.8 0.370
H -2.879001 -2.470964 -1.235935 0.2 -1.2 -0.6 0.210
H -0.407883 -2.026869 -1.201427 0.9 -0.6 -1.3 0.204
H -4.170166 -1.545009 0.415740 -1.5 -0.2 0.4 0.212
H -3.326753 0.295417 1.779650 -1.6 1.0 2.9 0.232
H -0.973577 1.215767 1.526150 -0.5 -0.9 -0.7 0.253
H 2.808051 -1.762728 -0.568990 -0.9 1.9 -1.4 0.244
H 1.701669 -1.121672 -2.030261 1.1 0.0 1.6 0.245
H 3.231744 -0.332052 -1.732951 -0.3 -0.2 0.9 0.247
H 2.990784 0.994914 1.717275 -2.3 -1.4 0.3 0.240
H 1.252250 0.555033 2.572261 1.7 -0.2 -1.9 0.240
H 2.387876 -0.738463 1.946371 -0.5 1.0 -0.4 0.246
H 2.441446 2.587245 -0.781555 -1.9 -0.9 0.0 0.225
H 1.218683 2.119004 -1.881219 -1.2 -0.1 -4.8 0.219
H 0.612909 2.724413 -0.362094 1.2 -0.8 -0.9 0.223
```
Positions in Å, forces in eV/Å.

Computed properties:
Orbital gap (alpha / beta): 0.2142 / 0.1890 Ha
Spin multiplicity: 3
HOMO energy (alpha / beta): -5.155 / -7.895 eV
LUMO energy (alpha / beta): 0.025 / -0.101 Eh
E_tot: -1038.81935 Eh



Entry 7:
The following is a quantum chemistry calculation of a 5-piece molecular cluster, C9H15Cl16FN3S overall at a distorted geometry, from OMol25.

```
45
Properties=species:S:1:pos:R:3:forces:R:3:nbo_charge:R:1
C 1.806927 -1.270928 -1.159938 -1.0 -0.1 0.6 -0.733
S 0.681724 0.117413 -1.493983 0.6 0.0 -0.6 0.830
C 0.920719 1.212365 -0.075330 0.3 0.3 0.2 -0.620
C 1.415811 2.584903 -0.559297 0.0 -0.3 0.0 0.046
F 2.533748 2.903341 0.176437 0.1 0.1 0.1 -0.340
C -0.954686 -0.654176 -1.451720 0.1 0.1 0.9 -0.574
C -2.113740 0.346518 -1.180486 -1.1 -0.3 0.2 0.402
N -2.044772 1.578976 -1.912563 0.1 -0.1 0.0 -0.834
N -2.166749 0.655912 0.237905 0.4 0.3 -0.1 -0.886
N -3.368642 -0.346254 -1.564652 1.0 -0.1 -0.3 -0.793
H 2.841165 -0.953449 -1.123806 0.0 0.2 -0.2 0.276
H 1.486828 -1.681796 -0.210464 0.1 -0.1 0.3 0.242
H 1.621550 -2.029074 -1.906379 0.1 0.0 -0.4 0.262
H 1.731453 0.800519 0.513433 0.2 -0.3 0.0 0.277
H 0.053648 1.257756 0.572897 -0.4 -0.2 -0.2 0.305
H 1.708375 2.531736 -1.603631 0.0 0.2 -0.2 0.179
H 0.676716 3.365553 -0.412767 -0.1 0.1 0.0 0.188
H -1.088688 -1.142644 -2.406695 0.2 0.0 -0.4 0.252
H -0.948536 -1.410113 -0.670239 0.0 -0.1 0.1 0.247
H -2.014149 1.457996 -2.916282 0.1 0.1 0.0 0.382
H -1.317969 2.199788 -1.583941 0.0 0.1 -0.1 0.365
H -2.852975 0.064486 0.709479 0.4 0.3 -0.2 0.397
H -2.509640 1.608406 0.303271 -0.2 0.0 0.2 0.387
H -3.373241 -0.441987 -2.580814 -0.3 0.1 0.0 0.358
H -3.265311 -1.308706 -1.242546 -0.3 0.0 0.1 0.349
C -4.163596 -1.571241 3.278957 -0.1 0.0 0.2 -0.226
Cl -4.165856 -1.542703 1.498472 -0.3 -0.3 0.1 0.024
Cl -2.636383 -2.256778 3.846653 0.0 0.0 0.0 0.057
Cl -4.330574 0.078187 3.879372 0.0 0.0 0.0 0.072
Cl -5.501344 -2.554888 3.850571 0.0 0.2 -0.4 0.099
C 5.225404 -0.685014 -3.259223 0.1 -0.1 -0.1 -0.230
Cl 5.745372 -2.005189 -2.207796 -0.1 0.0 0.0 0.066
Cl 6.564578 -0.168799 -4.270021 -0.1 0.0 0.1 0.101
Cl 3.887463 -1.235347 -4.282904 -0.1 0.0 0.0 0.041
Cl 4.663089 0.666876 -2.253693 0.0 0.1 0.0 0.032
C 7.117076 4.044303 -3.259300 0.1 0.1 0.0 -0.227
Cl 7.707018 2.755852 -2.202817 0.0 0.0 0.0 0.053
Cl 8.434734 4.612037 -4.283092 0.0 0.0 0.0 0.074
Cl 5.803586 3.432605 -4.281204 0.0 0.0 0.0 0.039
Cl 6.513630 5.378964 -2.273286 0.0 0.0 0.0 0.062
C -6.064645 -4.080154 7.955864 0.0 0.0 0.1 -0.227
Cl -5.494493 -5.429170 8.940583 0.0 0.0 0.0 0.066
Cl -4.826398 -3.646436 6.768175 0.1 -0.1 0.3 0.040
Cl -7.541486 -4.550382 7.106238 0.0 0.0 0.0 0.056
Cl -6.396752 -2.689269 8.990579 0.0 0.0 0.0 0.064
```
Positions in Å, forces in eV/Å.

Computed properties:
Total charge: +1
Energy relative to the best compared isomer or geometry (same formula, charge and spin): 36.1 kJ/mol
Orbital gap: 0.3669 Ha
HOMO energy: -12.629 eV
LUMO energy: -0.097 Eh
E_tot: -8376.99882 Eh



Entry 8:
The following is a quantum chemistry calculation of C9H15Cl3MoN5S as an isolated structure at a distorted geometry, from OMol25.

```
34
Properties=species:S:1:pos:R:3:forces:R:3:nbo_charge:R:1
Mo 0.804838 0.291924 0.616606 -0.3 -1.0 0.5 1.595
C 0.737496 -2.617362 -0.148738 0.0 0.0 0.1 -0.247
C 0.101189 -2.037740 -1.391712 0.0 0.1 -0.1 -0.255
N 0.242164 -0.533847 -1.389461 0.0 0.0 0.0 -0.648
C -1.020282 0.172696 -1.799098 0.2 0.0 0.1 -0.245
C -2.026306 0.069909 -0.671932 -0.1 0.0 0.1 -0.258
N -1.362690 0.347700 0.659692 0.2 0.0 -0.1 -0.589
C -1.759405 -0.633659 1.731759 0.0 0.1 0.0 -0.249
C -1.133636 -1.982500 1.432149 0.1 0.0 0.0 -0.259
N 0.314579 -1.806776 1.045629 0.0 0.0 -0.1 -0.620
H 0.467620 -3.665429 -0.012302 0.0 0.0 0.0 0.269
H 1.826314 -2.564789 -0.202386 0.0 0.0 0.0 0.239
H 0.569001 -2.449535 -2.284404 0.0 0.0 0.0 0.274
H -0.958020 -2.277225 -1.452932 0.0 0.0 0.0 0.226
H 0.953850 -0.296063 -2.078858 0.0 0.0 0.0 0.435
H -0.764467 1.212850 -1.998542 0.0 0.0 0.0 0.231
H -1.414970 -0.251511 -2.722844 -0.1 0.0 0.0 0.267
H -2.845690 0.771511 -0.820271 0.0 0.0 0.0 0.275
H -2.466606 -0.922599 -0.616922 0.0 0.0 0.0 0.230
H -1.651075 1.274324 0.973170 -0.1 0.0 0.0 0.439
H -1.407181 -0.233960 2.682994 0.0 0.0 0.0 0.240
H -2.846713 -0.707105 1.784545 0.0 0.0 0.0 0.270
H -1.201892 -2.627736 2.306452 0.0 0.0 0.0 0.275
H -1.641807 -2.496237 0.619400 0.0 0.0 0.0 0.231
H 0.883166 -2.124940 1.827939 0.0 0.0 0.0 0.441
S 3.198549 0.990322 4.486478 0.3 0.1 0.4 0.678
C 2.400849 0.767375 3.233736 -0.5 -0.3 -0.6 0.122
N 1.735194 0.575886 2.180860 0.2 0.3 0.2 -0.672
Cl 1.817788 5.549757 -0.260532 0.0 0.1 0.1 0.183
C 1.831098 4.346315 -1.526989 -0.4 -0.3 0.2 -0.293
Cl 0.560219 4.612544 -2.719136 0.0 0.0 0.0 0.161
Cl 3.393384 4.129490 -2.249103 0.3 0.0 -0.1 0.192
C 1.468096 3.056777 -0.870437 0.2 0.3 -0.1 0.611
N 1.195345 2.059633 -0.364811 0.0 0.6 -0.4 -0.550
```
Positions in Å, forces in eV/Å.

Computed properties:
Total charge: +3
Orbital gap (alpha / beta): 0.2401 / 0.2734 Ha
Spin multiplicity: 3
HOMO energy (alpha / beta): -19.675 / -19.707 eV
LUMO energy (alpha / beta): -0.483 / -0.451 Eh
E_tot: -2471.60633 Eh